DFT (wB97M-V/def2-TZVPD) results for a 8-piece molecular cluster, C36H93N5O16 overall at a distorted geometry.

Computed properties:
**E_tot**: -79039.83301 eV
**ΔE to the lowest compared entry with this formula, charge and spin**: 278.87 kJ/mol
**Total charge**: 0
**Spin multiplicity**: 1
**SMILES**: COCCNCCOC.COCCNCCOC.COCCNCCOC.COCCNCCOC.COCCNCCOC.OCCO.OCCO.OCCO
**E_LUMO**: 0.57 eV

```
150
Properties=species:S:1:pos:R:3:mulliken_charge:R:1
O -0.79622 0.25868 0.86332 1.8611
O -4.10196 1.97690 -3.26744 -0.4567
O 2.58877 -0.66108 1.22488 -0.3083
O -1.26962 -6.32665 2.64998 -0.3399
O -0.97324 -6.06271 -2.51164 -0.7085
O -1.26748 -2.34217 -0.65931 -0.1406
O -2.45961 5.08608 -0.15390 -0.2995
O -3.83734 -2.43048 2.41278 -0.3108
O -1.02365 1.65869 -3.28218 -0.3777
O 7.05738 0.91259 0.70954 -0.2720
O -3.13569 4.44985 4.47564 -0.3593
O -2.78895 0.18097 -1.37427 -0.2857
O 2.68463 2.57370 -6.29499 -0.1810
O -1.50126 0.34610 6.63397 -0.3111
O 1.10299 -4.72233 -3.13688 -0.5325
O 1.68284 -0.76674 -3.00016 0.4042
N 4.60133 1.19360 -0.71118 0.1360
N -0.73805 1.74989 3.79738 0.2089
N -4.08129 -5.38966 2.27716 -0.3091
N 3.83911 0.86799 -4.22782 0.2138
N -0.02366 3.11628 -0.05065 0.3036
C -0.00073 -6.83932 2.64951 -0.7921
C 5.71188 2.10907 -0.84680 -1.0345
C 8.01656 0.90027 1.72098 -0.8047
C -0.75440 2.94503 -1.28990 -0.3698
C -0.50030 0.02367 5.63349 -0.4933
C -0.25633 4.35489 0.62783 -1.2819
C -1.90375 3.73228 4.30610 -0.8414
C -0.13893 1.96207 -2.25026 -0.2471
C 3.25593 -1.77874 0.66691 -0.5050
C -3.76194 -4.43846 1.15758 -0.5814
C -1.77084 -0.81282 7.39578 -0.6966
C -4.51130 -3.10283 1.33557 -0.3496
C 0.08454 1.22200 4.92597 -0.9604
C 3.93405 1.86484 -6.59973 -0.6488
C 4.57522 1.58958 -5.24439 -1.1096
C 3.68280 1.45849 0.40711 -1.0356
C -0.42265 -1.03345 1.26484 -1.0364
C -4.31406 -1.09488 2.42040 0.2289
C -0.48115 -5.27478 -1.41324 1.7195
C -3.01269 5.80908 4.59031 -0.7369
C -1.68639 4.75312 0.97178 0.4681
C -4.64210 1.66148 -1.94841 -0.7092
C 3.43052 -0.48424 -4.58541 -0.6832
C -4.21178 0.29785 -1.45541 0.0764
C -2.07493 2.29065 3.96790 -0.0777
C -0.10948 -1.89989 0.09081 0.4307
C 2.08654 3.22811 -7.40689 -0.7626
C 2.52308 0.44112 0.35867 1.5479
C 1.01668 -5.06203 -1.76277 -0.3547
C 6.56725 2.19645 0.41149 -0.5842
C -1.04900 2.61148 -4.29815 -0.8763
C -3.68091 -6.76375 2.02456 -1.1442
C -2.15358 -7.04815 1.78086 0.2087
C -3.69851 5.72020 0.32151 -0.8075
C 2.92557 -1.28445 -3.43935 -0.8519
C 0.56987 -1.40434 -3.66476 -0.6029
H 2.66521 4.12709 -7.76248 0.2460
H -4.36212 4.97763 0.67466 0.3242
H -4.53240 -0.59775 -2.07050 0.2349
H -4.59631 0.13670 -0.44805 0.1359
H -3.50134 6.43711 1.11295 0.3265
H -1.22126 -1.48337 1.84830 0.4151
H 4.62482 2.42466 -7.20976 0.5002
H 5.52702 1.11343 -5.34172 0.5421
H 1.15678 1.02073 4.61700 0.3149
H -1.79915 2.67883 -1.18877 0.4104
H 8.76189 1.70329 1.64656 0.3064
H -2.38455 0.83495 -2.05211 0.0900
H 3.01996 1.32816 -3.84248 -0.0117
H 0.25775 4.30808 1.58487 0.4879
H 0.26876 -0.45265 6.20062 0.6629
H 3.20122 2.45154 0.27330 0.4614
H 4.35513 -0.97392 -4.97155 0.4985
H -3.97234 6.26800 4.48478 0.2544
H -1.95345 -1.66272 6.72270 0.2856
H 4.11318 1.34037 1.41645 0.2798
H -1.74141 -1.57713 -0.96543 0.0714
H 0.57616 -5.39905 -3.57296 0.3584
H -3.80545 -0.56232 3.21432 -0.0030
H -0.95324 -4.31942 -1.41463 -0.3180
H -4.40304 2.54376 -1.30456 0.0659
H 1.15062 3.56066 -7.04634 0.1702
H -0.01128 2.88780 -4.58577 0.2801
H -5.78166 1.68464 -2.04175 0.4107
H 5.37346 3.11919 -1.04299 0.3934
H 1.59091 -5.93890 -1.43683 0.4212
H 1.67800 1.07655 0.63095 -0.7019
H 7.44057 1.04789 2.64863 0.3172
H -5.40722 -1.08758 2.54775 0.4500
H -4.45664 -2.48726 0.40955 0.0796
H -2.02361 -8.10684 1.85878 0.5920
H -1.20175 4.16344 3.55994 0.1364
H -2.49919 6.04120 5.52644 0.3019
H -2.63783 -0.53396 7.98543 0.2467
H 0.77088 2.35977 -2.61236 0.8520
H -0.40477 -1.04828 -3.32703 -0.0802
H 6.27860 1.73880 -1.66300 0.4587
H -1.71656 5.49427 1.83116 -0.0124
H -1.37151 3.84716 5.19759 0.6197
H 2.92229 -1.89964 -0.31863 0.0940
H 2.83485 -2.33068 -3.64652 0.4941
H 0.13636 5.17145 0.06085 0.5161
H 5.98792 2.58350 1.31202 0.3003
H 4.35267 -1.68882 0.73096 0.2603
H -0.60785 -5.73334 -0.45156 -0.5678
H 2.37464 0.05483 -0.65557 -0.5227
H 0.14794 -7.27516 1.64112 0.3246
H 0.42286 -0.89212 1.97599 0.4332
H -2.68131 -4.10418 1.14844 0.2156
H -4.12484 -0.68056 1.50577 -0.5296
H 2.92182 -2.61316 1.27366 0.2572
H 7.31329 2.91088 0.17265 0.5475
H -5.55975 -3.27228 1.59825 0.4323
H 3.68194 -1.22737 -2.61840 0.1310
H -2.73487 2.13033 3.00059 -0.0038
H -3.91126 -7.33746 2.93590 0.3815
H 0.54827 -2.42899 -3.41697 0.1683
H -2.36995 6.17980 3.78409 0.2759
H 0.43636 -2.81236 0.38403 0.3025
H -2.55664 1.73700 4.77043 0.5221
H -2.19604 3.86396 1.44154 0.0085
H -4.13584 6.19554 -0.56306 0.2562
H -1.46557 -6.78465 -2.03110 0.3623
H 4.79321 2.54295 -4.77903 0.3863
H -1.57533 3.50126 -3.87039 0.2571
H -0.28838 2.39148 0.60408 -0.6177
H -0.84747 3.98255 -1.64873 0.7893
H -1.35688 2.21645 -5.25832 0.3512
H -0.06274 0.99788 -1.83571 -1.0172
H 8.46962 -0.08854 1.86702 0.2459
H 1.49482 -4.26685 -1.23916 -0.2685
H 0.55715 -1.32881 -4.77853 0.3006
H -1.62434 0.32799 0.39497 -0.7123
H -0.71344 1.10894 3.06882 -0.4399
H -3.65091 -5.01529 3.11471 0.3394
H 0.13245 -7.63808 3.38351 0.2808
H -0.87969 -1.03526 8.03653 0.2641
H -4.59638 1.45389 -3.89292 0.3079
H 2.69821 -0.56949 -5.39834 0.1687
H 0.68857 -6.07629 2.92448 0.2566
H 0.08978 2.00490 5.68065 0.3797
H 0.55036 -1.30938 -0.59367 -1.2276
H -4.18772 -7.21030 1.17068 0.4024
H 2.11063 2.42324 -8.11451 0.3794
H -4.10020 -4.93596 0.24393 0.4446
H 4.86303 0.24506 -0.73007 0.1794
H -1.94636 -6.86017 0.63743 -0.2699
H 3.74120 0.99729 -7.22688 0.3846
H -0.97304 -0.60956 4.91460 0.2647
```